Entry 1:
{
  "formula": "C3H9NO2S",
  "method": "ωB97M-V with the def2-TZVPD basis set",
  "species": ["C", "C", "C", "N", "O", "O", "S", "H", "H", "H", "H", "H", "H", "H", "H", "H"],
  "coordinates": [[-0.6256, -1.9648, 0.5533], [-0.1867, -0.0004, -0.9704], [-0.7500, -0.4659, 0.3106], [0.0872, 0.1461, 1.3897], [1.9630, 1.8991, 0.0283], [0.3710, 2.9769, -1.5829], [0.4818, 2.0782, -0.1678], [0.4573, -2.3984, 0.4717], [-1.3634, -2.4645, -0.0973], [-0.9260, -2.2907, 1.5200], [0.8119, -0.3461, -1.3558], [-0.7344, 0.0861, -1.8303], [-1.6989, 0.0142, 0.2728], [-0.0786, -0.3593, 2.2764], [1.0464, -0.0506, 1.2037], [1.1449, 3.1402, -2.0220]],
  "forces_ev_per_angstrom": [[-0.02, -1.30, -1.55], [4.22, 2.17, 1.03], [2.71, -0.56, 1.09], [-1.18, -0.18, 0.89], [-2.07, 0.19, -0.07], [-3.96, -0.90, 2.41], [1.71, -1.46, -2.23], [-1.94, 1.09, -0.47], [0.74, -0.36, -0.18], [-0.41, 0.24, 1.16], [-0.59, 0.11, 1.12], [-2.15, 0.48, -1.70], [-1.33, -0.35, 0.92], [-0.20, 0.65, -0.56], [0.91, -0.10, -0.40], [3.56, 0.28, -1.48]],
  "e_tot_ev": -19674.437,
  "de_lowest_ev": 3.976,
  "orbital_gap_ev": 8.9,
  "e_homo_ev": -8.4,
  "total_charge": 0,
  "spin_multiplicity": 1
}

Entry 2:
{
  "formula": "C3H9NO3",
  "method": "ωB97M-V with the def2-TZVPD basis set",
  "species": ["C", "N", "C", "C", "O", "O", "H", "H", "H", "H", "H", "H", "H", "O", "H", "H"],
  "coordinates": [[-0.0306, -2.5309, -1.2682], [-0.0384, -1.9156, 0.0651], [-0.6233, -0.5851, 0.0078], [-1.4100, -0.1196, 1.1842], [-1.6194, -0.8023, 2.1514], [-1.9459, 1.1142, 1.0442], [-0.0643, -1.9390, -2.1783], [-0.7489, -3.3476, -1.4147], [0.9197, -3.0690, -1.4294], [-0.6448, -2.5414, 0.5896], [-1.3175, -0.4850, -0.8412], [0.2025, 0.0896, -0.2147], [-2.1088, 1.4103, 1.9247], [3.0515, 4.5244, 0.2038], [3.3886, 5.1955, 0.8059], [2.9895, 5.0016, -0.6302]],
  "forces_ev_per_angstrom": [[1.48, -1.78, -0.72], [-1.09, -0.39, -0.41], [0.10, 0.24, -1.09], [-0.04, -0.79, 0.45], [0.10, 0.13, 0.20], [0.95, -0.36, -1.27], [-0.38, 0.91, 0.40], [-0.40, 0.39, 0.28], [-0.02, 0.18, 0.33], [0.15, 0.48, 0.48], [-0.01, 0.08, -0.01], [-0.17, 0.47, 0.16], [-0.66, 0.45, 1.19], [0.05, 0.26, -0.07], [0.01, -0.11, 0.15], [-0.06, -0.15, -0.08]],
  "e_tot_ev": -10889.070,
  "de_lowest_ev": 1.511,
  "orbital_gap_ev": 10.0,
  "e_homo_ev": -9.2,
  "total_charge": 0,
  "spin_multiplicity": 1
}

Entry 3:
{
  "formula": "C3H9NO3",
  "method": "ωB97M-V with the def2-TZVPD basis set",
  "species": ["C", "C", "N", "C", "O", "O", "H", "H", "H", "H", "H", "H", "H", "O", "H", "H"],
  "coordinates": [[-0.9343, 2.7355, 0.6695], [-0.5233, 1.6076, -0.3160], [-0.6847, 0.3428, 0.3137], [-0.0938, -0.8284, -0.1064], [0.8888, -0.8799, -0.8126], [-0.8983, -1.9198, 0.0853], [-0.6243, 3.7846, 0.3409], [-2.0489, 2.8217, 0.6083], [-0.6709, 2.7215, 1.7458], [-1.1594, 1.7844, -1.1921], [0.5420, 1.8015, -0.4705], [-1.6794, 0.2702, 0.5542], [-0.7886, -2.4138, -0.7402], [2.6797, -3.7382, 0.0244], [3.5615, -3.5134, -0.2866], [2.4339, -4.5764, -0.4179]],
  "forces_ev_per_angstrom": [[-1.46, 1.92, -0.27], [1.70, 2.27, 1.34], [-1.68, -1.05, 0.83], [-0.52, 0.87, -2.36], [-0.07, 0.08, 0.80], [-0.05, 0.34, 0.28], [-0.05, -1.50, -0.02], [0.62, -0.14, 0.42], [0.18, -0.75, -0.73], [0.51, -0.49, -0.22], [-0.21, -0.45, -0.76], [0.78, -0.74, 0.25], [0.28, -0.33, 0.40], [-0.33, -0.75, -0.22], [-0.06, -0.08, -0.10], [0.38, 0.78, 0.34]],
  "e_tot_ev": -10889.472,
  "de_lowest_ev": 1.109,
  "orbital_gap_ev": 10.6,
  "e_homo_ev": -9.8,
  "total_charge": 0,
  "spin_multiplicity": 1
}

Entry 4:
{
  "formula": "C3H9NO3",
  "method": "ωB97M-V with the def2-TZVPD basis set",
  "species": ["C", "N", "C", "C", "O", "O", "H", "H", "H", "H", "H", "H", "H", "H", "H", "O"],
  "coordinates": [[1.5935, 2.4667, -1.7323], [0.2611, 1.8125, -1.4781], [0.4312, 0.5323, -0.9219], [0.4396, 0.4220, 0.4797], [-1.8989, -1.8715, 1.5305], [0.1894, 1.4722, 1.2522], [2.1542, 2.2000, -0.8387], [1.7907, 1.9911, -2.6620], [1.4402, 3.6615, -1.8674], [-0.2368, 2.4898, -0.8416], [0.4635, -0.4105, -1.6404], [0.9936, -0.6142, 0.7919], [-2.0002, -1.4776, 0.6272], [-0.6236, -4.6921, 0.9698], [-1.3736, -2.8420, 1.3721], [-0.6932, -3.7907, 0.6527]],
  "forces_ev_per_angstrom": [[-1.71, 2.10, -0.63], [-0.63, -0.43, 2.14], [-2.04, 0.93, -3.58], [0.35, 1.60, 5.22], [0.40, 0.26, -0.93], [1.24, -5.05, -3.53], [0.81, 0.55, -0.55], [1.75, 0.09, -0.72], [0.38, -3.11, 0.35], [0.53, -1.61, -0.06], [0.71, 2.17, 1.61], [-1.71, 2.37, 0.09], [0.05, -0.90, 1.13], [-0.13, -0.18, 0.17], [-0.09, 0.77, -0.75], [0.08, 0.44, 0.05]],
  "e_tot_ev": -10881.001,
  "de_lowest_ev": 9.581,
  "orbital_gap_ev": 3.1,
  "e_homo_ev": -7.9,
  "total_charge": 0,
  "spin_multiplicity": 1
}

Entry 5:
{
  "formula": "C3H9NO3",
  "method": "ωB97M-V with the def2-TZVPD basis set",
  "species": ["C", "N", "C", "C", "O", "O", "H", "H", "H", "H", "H", "H", "H", "O", "H", "H"],
  "coordinates": [[-0.8094, -2.2859, -0.9461], [-0.0670, -1.1077, -1.3355], [-0.0908, -0.0531, -0.3429], [0.3382, 1.2848, -0.8903], [0.7205, 1.5053, -1.9965], [0.2092, 2.3096, 0.0237], [-0.4596, -3.1909, -1.4446], [-1.8522, -2.2120, -1.2566], [-0.8333, -2.6061, 0.1109], [0.8917, -1.3770, -1.5178], [0.5159, -0.1458, 0.5779], [-1.1249, -0.0804, 0.0088], [0.7946, 3.0333, -0.3144], [0.7729, 1.3265, 3.2534], [0.2518, 1.9841, 3.7407], [0.7425, 1.6152, 2.3291]],
  "forces_ev_per_angstrom": [[-0.81, -1.12, 0.12], [1.12, -0.11, 0.45], [-0.46, -0.12, 0.30], [-1.01, 0.62, -0.09], [0.53, -0.15, -0.30], [1.03, -0.08, -0.09], [0.32, 0.28, -0.34], [-0.13, 0.27, 0.05], [0.32, 0.64, 0.04], [-0.01, 0.13, -0.20], [0.01, -0.61, -0.19], [0.00, 0.83, 0.16], [-0.86, -0.61, 0.21], [-0.18, 0.29, -0.06], [0.23, -0.29, -0.27], [-0.09, 0.04, 0.23]],
  "e_tot_ev": -10889.352,
  "de_lowest_ev": 1.229,
  "orbital_gap_ev": 10.0,
  "e_homo_ev": -9.4,
  "total_charge": 0,
  "spin_multiplicity": 1
}

Entry 6:
{
  "formula": "C3H9NO3S",
  "method": "ωB97M-V with the def2-TZVPD basis set",
  "species": ["N", "C", "C", "S", "C", "O", "O", "H", "H", "H", "H", "H", "H", "H", "O", "H", "H"],
  "coordinates": [[0.7111, 0.7619, -1.4867], [0.2108, -0.0370, -0.3845], [1.3231, -0.8773, 0.2427], [2.1931, -0.0606, 1.6250], [-0.9934, -0.9097, -0.6730], [-1.2640, -1.9555, -0.1423], [-1.8640, -0.3359, -1.5388], [1.4831, 0.2961, -1.9414], [-0.0301, 0.9233, -2.1526], [-0.2104, 0.5607, 0.3936], [2.1083, -1.1527, -0.4492], [0.8870, -1.7492, 0.7167], [1.7143, 1.1837, 1.6813], [-2.6119, -0.9478, -1.5218], [-2.2113, 2.4894, 0.7678], [-1.9468, 3.1413, 0.1074], [-1.3543, 2.2777, 1.1414]],
  "forces_ev_per_angstrom": [[-0.31, 0.21, 0.26], [0.71, -1.16, -0.46], [-0.26, 0.65, 0.83], [0.62, -0.18, 0.57], [-0.59, -0.33, -0.42], [0.26, 0.09, 0.06], [0.47, -0.09, 0.20], [-0.08, -0.04, -0.11], [0.06, 0.15, -0.18], [-0.14, 0.92, 0.64], [-0.15, -0.16, -0.39], [0.01, -0.21, -0.28], [-0.30, 0.04, -0.50], [-0.30, 0.06, -0.23], [0.30, 0.24, -0.28], [-0.38, 0.03, -0.12], [0.09, -0.24, 0.43]],
  "e_tot_ev": -21724.738,
  "de_lowest_ev": 0.892,
  "orbital_gap_ev": 9.6,
  "e_homo_ev": -9.2,
  "total_charge": 0,
  "spin_multiplicity": 1
}